Entry from the OMol25 dataset: 7 unconnected molecules or ions with the total composition C32H29Cl4N5O10 (the ωB97M-V functional and the def2-TZVPD basis).

Positions of all 80 atoms, in Å:
C -3.8021 0.5145 -0.7909
C -3.6269 1.8537 -0.4177
C -3.8793 2.8402 -1.4400
C -4.2939 2.4375 -2.6654
C -4.4348 1.1284 -3.0584
C -4.2426 0.1762 -2.0640
N -4.6682 3.4664 -3.6884
O -5.3890 3.0664 -4.5996
O -4.2883 4.6279 -3.6531
H -3.4322 -0.2909 -0.0889
H -3.3800 2.1080 0.5898
H -3.9177 3.9410 -1.3186
H -4.6373 0.8760 -4.1082
H -4.2825 -0.8713 -2.3174
C -1.5538 -3.1219 0.8267
C -1.1011 -3.0206 -0.4965
C -0.3673 -4.0367 -1.0827
C -0.1241 -5.1572 -0.3668
C -0.5427 -5.2891 0.9895
C -1.2979 -4.2630 1.5593
N 0.6617 -6.2636 -0.9376
O 1.0626 -6.1538 -2.0498
O 0.8026 -7.2301 -0.1828
H -2.0760 -2.2873 1.3069
H -1.2740 -2.0943 -0.9661
H 0.0116 -3.9218 -2.0923
H -0.2132 -6.0827 1.5997
H -1.7438 -4.4126 2.5528
C 1.5791 7.3645 1.4452
C 0.1873 7.5335 1.4065
C -0.7505 6.5625 1.5827
C -0.2410 5.3500 1.9633
C 1.1058 5.1245 2.0918
C 2.0262 6.1006 1.7424
N -1.1043 4.1119 2.0471
O -0.4920 3.0582 2.2530
O -2.2865 4.2232 1.9829
H 2.3788 8.0825 1.2874
H -0.1363 8.5159 1.1630
H -1.8033 6.7701 1.4460
H 1.5091 4.1464 2.3766
H 3.0504 5.8794 1.9186
C 0.4185 -0.6105 3.8628
C -0.1629 -1.6127 4.6631
C 0.2348 -2.9039 4.5244
C 1.1499 -3.1273 3.5973
C 1.7552 -2.2612 2.7692
C 1.4551 -0.9035 2.9472
N 1.6821 -4.5686 3.4714
O 1.0836 -5.4473 4.0308
O 2.5954 -4.7638 2.6927
H 0.2110 0.4579 4.0414
H -0.8366 -1.3686 5.4442
H -0.2813 -3.7060 4.9934
H 2.3954 -2.6693 2.0359
H 1.9764 -0.1148 2.3109
C 4.6947 -2.1594 0.3544
C 4.0323 -3.0700 -0.4325
C 3.2684 -2.6947 -1.5113
C 3.1237 -1.3100 -1.7201
C 3.7789 -0.4011 -0.9440
C 4.5293 -0.7927 0.1137
N 2.2860 -0.7666 -2.7955
O 1.7116 -1.5749 -3.5257
O 2.1956 0.4293 -2.8644
H 5.1987 -2.5509 1.2022
H 4.0491 -4.1512 -0.2474
H 2.7175 -3.2974 -2.1694
H 3.4555 0.6163 -1.1672
H 4.9264 -0.0167 0.7364
C -0.6021 -0.1047 -5.4143
Cl -0.7650 1.5293 -6.2321
Cl -2.0004 -0.4255 -4.2671
H -0.7239 -0.9167 -6.0825
H 0.3476 0.0235 -4.9262
C 0.1517 2.0150 -1.1644
Cl 0.0641 0.5563 -0.1600
Cl 1.3875 3.2161 -0.6393
H 0.3775 1.6331 -2.1889
H -0.8739 2.4505 -1.0850

Results
net charge = 0
energy above the lowest of the compared OMol25 structures with the same formula, charge and spin = 30.38 kJ/mol
structure (SMILES) = O=[N+]([O-])c1ccccc1.O=[N+]([O-])c1ccccc1.O=[N+]([O-])c1ccccc1.O=[N+]([O-])c1ccccc1.O=[N+]([O-])c1ccccc1.ClCCl.ClCCl
orbital gap = 8.94 eV

Atomic partial charges in e from the Löwdin method, atoms 1 to 2: -0.084, -0.046

***

Entry from the OMol25 dataset: a molecular structure, C32H29N3O3SSeTa (the ωB97M-V functional and the def2-TZVPD basis).

Positions of all 70 atoms, in Å:
Ta -0.2935 -0.0038 0.4358
C -5.3487 -3.2420 1.1613
C -5.3667 -3.2245 -0.3719
C -5.9182 -1.8782 -0.8631
C -6.2862 -4.3382 -0.8686
C -3.9399 -3.3796 -0.8946
C -3.5616 -4.4369 -1.7433
C -2.2814 -4.5744 -2.2445
C -1.3500 -3.6043 -1.8922
S 0.3174 -3.4793 -2.3620
C 0.4760 -2.0492 -1.4892
N -0.6445 -1.6529 -0.8358
C -1.7015 -2.5421 -1.0471
C -2.9844 -2.4313 -0.5333
C 1.6754 -1.2184 -1.3474
C 2.8833 -1.4883 -1.9744
C 3.9656 -0.6410 -1.7408
C 3.8463 0.4466 -0.8919
C 2.6378 0.7172 -0.2496
C 1.5348 -0.1029 -0.4784
H -6.3638 -3.1604 1.5421
H -4.7795 -2.4104 1.5742
H -4.9227 -4.1684 1.5406
H -6.9413 -1.7386 -0.5227
H -5.9319 -1.8315 -1.9521
H -5.3423 -1.0392 -0.4672
H -7.2846 -4.1880 -0.4643
H -5.9510 -5.3196 -0.5392
H -6.3747 -4.3488 -1.9537
H -4.2914 -5.1823 -2.0140
H -2.0267 -5.4045 -2.8842
H -3.2510 -1.6195 0.1337
H 3.0035 -2.3369 -2.6323
H 4.9098 -0.8434 -2.2244
H 4.6991 1.0857 -0.7204
H 2.5736 1.5714 0.4163
O -0.2378 2.9455 4.0149
C -0.2481 1.9017 4.8209
C -0.1963 2.0063 6.2122
C -0.2483 0.8693 6.9815
C -0.3585 -0.4292 6.4244
C -0.4048 -0.5677 5.0754
C -0.3340 0.5966 4.2201
C -0.3096 0.3941 2.8581
O -0.1244 1.3177 1.8880
O -0.4439 -0.7940 2.2458
H -0.1913 3.7746 4.5097
H -0.1238 2.9791 6.6770
H -0.2045 0.9748 8.0571
H -0.3999 -1.2891 7.0743
H -0.4782 -1.5419 4.6193
C 0.1256 1.2832 -3.4714
N -1.1923 0.6780 -3.4369
C -2.1004 0.6751 -2.4412
Se -2.0095 1.4594 -0.7045
N -3.2291 0.0879 -2.8773
C -3.0511 -0.3402 -4.1852
C -3.9015 -0.9968 -5.0716
C -3.3819 -1.2553 -6.3226
C -2.0755 -0.8774 -6.6843
C -1.2329 -0.2254 -5.8080
C -1.7555 0.0309 -4.5404
H 0.2606 1.8900 -2.5800
H 0.1834 1.9221 -4.3534
H 0.8822 0.5047 -3.5212
H -4.0722 -0.0066 -2.3291
H -4.9088 -1.2729 -4.8069
H -3.9976 -1.7527 -7.0568
H -1.7304 -1.0968 -7.6838
H -0.2377 0.0737 -6.0956

Results
net charge = +3
energy above the lowest of the compared OMol25 structures with the same formula, charge and spin = 9.78 kJ/mol
orbital gap = 6.41 eV

Atomic partial charges in e from the Löwdin method, atoms 1 to 2: 1.722, -0.026

***

Entry from the OMol25 dataset: a single C32H29N5O2 molecule (the ωB97M-V functional and the def2-TZVPD basis).

Positions of all 68 atoms, in Å:
C 0.3203 5.2184 -0.3774
N 0.9499 3.9322 -0.4546
C 1.8428 3.4263 0.4327
C 2.2436 2.1620 0.0575
C 1.5726 1.8856 -1.1814
C 1.6220 0.8424 -2.1044
C 0.8348 0.9235 -3.2332
C 0.0074 2.0227 -3.4692
C -0.0306 3.0878 -2.5938
C 0.7651 3.0159 -1.4578
H -0.6483 3.9508 -2.7924
H -0.5990 2.0457 -4.3625
H 0.8608 0.1236 -3.9586
H 2.2740 -0.0014 -1.9473
C 3.1804 1.3527 0.7846
C 3.2949 -0.0043 0.9060
C 2.3659 -1.0109 0.4776
C 1.0055 -0.8178 0.3575
N 0.3866 -1.9518 -0.0537
C 1.3415 -2.9223 -0.2403
C 1.2163 -4.2334 -0.6828
C 2.3637 -4.9903 -0.7890
C 3.6133 -4.4582 -0.4687
C 3.7482 -3.1593 -0.0298
C 2.6039 -2.3757 0.0984
H 4.7153 -2.7608 0.2281
H 4.4892 -5.0818 -0.5681
H 2.2951 -6.0132 -1.1290
H 0.2567 -4.6560 -0.9422
C -1.0262 -2.0750 -0.3170
C -1.8739 -1.6843 0.8955
H -1.6688 -0.6497 1.1704
C -3.3524 -1.8133 0.5447
N -3.6742 -0.9435 -0.5723
C -5.1066 -0.8773 -0.8006
C -5.8006 -0.1474 0.3168
N -6.9525 -0.6501 0.7361
C -7.6008 -0.0235 1.7035
C -7.1353 1.1305 2.3120
C -5.9259 1.6540 1.8782
C -5.2467 1.0086 0.8614
H -4.3017 1.3691 0.4876
H -5.5236 2.5518 2.3261
H -7.6987 1.6037 3.1010
H -8.5365 -0.4776 2.0032
H -5.5684 -1.8722 -0.9126
H -5.2758 -0.3216 -1.7289
C -2.9408 -1.3467 -1.7565
C -1.4418 -1.2100 -1.5105
H -1.2057 -0.1658 -1.3024
H -0.8895 -1.5119 -2.4015
H -3.2319 -0.6941 -2.5831
H -3.1751 -2.3888 -2.0441
H -3.9625 -1.5143 1.4000
H -3.5888 -2.8684 0.3118
H -1.6337 -2.3242 1.7461
H -1.2216 -3.1261 -0.5548
H 0.4490 0.0705 0.5806
C 4.5049 -0.2925 1.7193
O 4.9684 -1.3435 2.0837
N 5.0332 0.9454 2.0519
C 4.2830 1.9894 1.5444
O 4.5251 3.1604 1.7119
H 5.8599 1.0659 2.6168
H 2.1417 3.9832 1.2993
H 0.6657 5.7347 0.5161
H 0.5724 5.8216 -1.2531
H -0.7666 5.1125 -0.3297

Results
net charge = 0
structure (SMILES) = Cn1cc(C2=C(c3cn(C4CCN(Cc5ccccn5)CC4)c4ccccc34)C(=O)NC2=O)c2ccccc21
orbital gap = 6.91 eV

Atomic partial charges in e from the Löwdin method, atoms 1 to 2: -0.019, -0.095

***

Entry from the OMol25 dataset: a molecular structure, C32H30AsPS5SbTc (the ωB97M-V functional and the def2-TZVPD basis).

Positions of all 71 atoms, in Å:
Tc -0.1516 -0.2231 0.5828
C 5.1795 -1.8978 3.1219
C 3.8797 -2.3723 3.0534
C 2.9007 -1.6310 2.4007
C 3.2179 -0.4061 1.8206
C 4.5385 0.0484 1.8639
C 5.5110 -0.6890 2.5191
P 1.9262 0.5660 0.9886
C 2.7681 1.0732 -0.5469
C 2.8693 2.4022 -0.9397
C 3.4950 2.7280 -2.1387
C 4.0117 1.7299 -2.9510
C 3.9140 0.3991 -2.5613
C 3.2985 0.0730 -1.3645
C 1.6808 2.1188 1.8979
C 2.6467 2.8486 2.5367
C 2.3196 4.0900 3.1255
C 1.0392 4.5637 3.0630
C 0.0118 3.8167 2.4342
C -1.3390 4.2508 2.4278
C -2.2992 3.4547 1.8756
C -1.9614 2.2088 1.2879
C -0.6705 1.7398 1.2324
C 0.3339 2.5722 1.8353
H 5.9417 -2.4754 3.6287
H 3.6227 -3.3245 3.4984
H 1.8925 -2.0133 2.3192
H 4.8132 0.9689 1.3619
H 6.5306 -0.3276 2.5504
H 2.4662 3.1857 -0.3094
H 3.5750 3.7662 -2.4365
H 4.4892 1.9839 -3.8883
H 4.3078 -0.3825 -3.1968
H 3.2351 -0.9667 -1.0554
H 3.6641 2.4832 2.6013
H 3.0882 4.6625 3.6283
H 0.7866 5.5145 3.5187
H -1.5936 5.1981 2.8882
H -3.3362 3.7705 1.8937
H -2.7634 1.6044 0.8743
S 0.8300 -0.6624 -4.7352
Sb 1.2761 -2.3337 -3.3136
S 0.5701 -2.2919 -0.5896
S -1.1809 -3.2818 -1.1341
S -0.8943 -3.5273 -3.1907
C -2.6185 1.5557 -4.1819
As -1.5739 1.9926 -2.6385
C -2.5223 3.3440 -1.6621
C 0.0218 2.8444 -3.2691
S -1.0998 0.1393 -1.7322
H -2.8632 2.4499 -4.7524
H -3.5245 1.0510 -3.8512
H -2.0140 0.8675 -4.7734
H -2.6771 4.1922 -2.3293
H -1.9297 3.6370 -0.7989
H -3.4788 2.9486 -1.3260
H -0.2237 3.6632 -3.9444
H 0.6123 2.0802 -3.7751
H 0.5721 3.2154 -2.4059
C -0.2386 -0.7270 2.1974
C -0.2885 -1.0295 3.6090
C -0.3427 -2.3523 4.0502
C -0.3398 -2.6264 5.4077
C -0.2796 -1.5854 6.3276
C -0.2294 -0.2676 5.8903
C -0.2390 0.0150 4.5338
H -0.3846 -3.1522 3.3207
H -0.3837 -3.6517 5.7507
H -0.2736 -1.8021 7.3878
H -0.1851 0.5408 6.6080
H -0.2050 1.0373 4.1768

Results
net charge = 0
energy above the lowest of the compared OMol25 structures with the same formula, charge and spin = 0.00 kJ/mol
orbital gap = 6.41 eV

Atomic partial charges in e from the Löwdin method, atoms 1 to 2: 0.635, -0.079

***

Entry from the OMol25 dataset: a molecular structure, C32H30BCl3FeN8O7S (the ωB97M-V functional and the def2-TZVPD basis).

Positions of all 83 atoms, in Å:
Fe 0.2684 0.0816 0.2358
C -2.6192 1.1120 -3.2125
C -1.3848 1.3931 -2.6248
N -1.4016 1.0827 -1.3315
N -2.6225 0.5989 -1.0653
C -3.3747 0.6037 -2.1770
B -3.0632 0.1510 0.3376
N -2.5145 -1.2618 0.6445
C -3.1918 -2.4191 0.6079
C -2.3359 -3.4398 0.9737
C -1.1206 -2.7969 1.2189
N -1.2442 -1.4905 1.0221
N -2.4955 1.1339 1.3636
C -3.1834 1.8702 2.2490
C -2.2892 2.6308 2.9769
C -1.0416 2.2825 2.4546
N -1.1864 1.3864 1.4856
H -2.9078 1.2604 -4.2366
H -0.5097 1.8067 -3.0972
H -4.3918 0.2548 -2.1640
H -4.2549 0.1344 0.3887
H -4.2317 -2.4469 0.3350
H -2.5513 -4.4895 1.0531
H -0.1852 -3.2190 1.5447
H -4.2548 1.8118 2.3105
H -2.5036 3.3312 3.7624
H -0.0642 2.6339 2.7386
Cl -0.7879 -3.9068 -2.1436
C -0.2122 -2.7310 -3.3296
Cl 0.8293 -3.5339 -4.4983
Cl -1.6218 -2.0468 -4.1707
C 0.5127 -1.5028 -2.6208
O 1.3202 -0.8741 -3.2859
O 0.0986 -1.3128 -1.4511
C 9.9594 0.0895 -2.3040
C 8.6151 -0.4934 -2.6150
C 8.2107 -0.6279 -3.9374
C 6.9340 -1.0721 -4.2501
C 6.0378 -1.3721 -3.2454
C 6.4209 -1.2547 -1.9027
N 5.5291 -1.4871 -0.8649
C 4.3088 -2.1124 -0.9167
C 4.1267 -3.1849 -1.8068
C 2.9444 -3.8869 -1.8588
C 1.8995 -3.5712 -1.0167
C 2.0550 -2.5430 -0.1095
C 3.2269 -1.7942 -0.0291
C 3.2135 -0.6842 1.0283
O 4.2354 -0.3243 1.5995
O 2.0015 -0.2785 1.2658
C 7.7306 -0.8452 -1.5820
C 8.1762 -0.7641 -0.1637
H 10.5520 0.1973 -3.2122
H 10.5203 -0.5062 -1.5839
H 9.8116 1.0815 -1.8750
H 8.8881 -0.3465 -4.7341
H 6.6264 -1.1490 -5.2859
H 5.0194 -1.6295 -3.4981
H 5.6633 -0.9716 0.0027
H 4.9604 -3.5017 -2.4163
H 2.8409 -4.7104 -2.5530
H 0.9692 -4.1208 -1.0587
H 1.2444 -2.2872 0.5593
H 7.5192 -1.2902 0.5249
H 8.2337 0.2842 0.1499
H 9.1856 -1.1607 -0.0533
N 1.6360 1.3275 -1.3893
C 2.7194 2.1145 -0.9447
C 3.9279 2.2354 -1.6298
C 4.9026 3.1024 -1.1373
C 4.6620 3.8107 0.0373
C 3.4801 3.6585 0.7356
C 2.5103 2.8262 0.2428
S 5.8940 4.9087 0.7445
O 5.1487 6.0498 1.2440
O 6.8209 5.2019 -0.3362
O 6.4903 4.1134 1.8187
H 1.8186 0.7506 -2.2155
H 0.8073 1.8982 -1.5193
H 4.0831 1.6874 -2.5506
H 5.8301 3.2716 -1.6655
H 3.3416 4.2254 1.6451
H 1.5613 2.6917 0.7523

Results
spin multiplicity = 6
net charge = -1
<S²> = 8.7624
energy above the lowest of the compared OMol25 structures with the same formula, charge and spin = 225.03 kJ/mol
orbital gap (spin up / spin down) = 7.15 / 4.45 eV

Atomic partial charges in e from the Löwdin method, atoms 1 to 2: 1.192, -0.078

***

Entry from the OMol25 dataset: a molecular structure, C32H30BCl4N2O4RuS2 (the ωB97M-V functional and the def2-TZVPD basis).

Positions of all 76 atoms, in Å:
Ru -0.2513 0.0206 0.4475
C -0.1782 -2.7440 1.8005
N -1.0257 -1.5317 1.8181
C -2.3568 -1.8852 1.2483
C -3.1912 -0.6692 0.8779
N -2.6587 -0.0077 -0.3182
C -3.1481 1.3622 -0.4494
C -2.8723 -0.7994 -1.5121
C -4.1382 -0.8332 -2.0912
C -4.4029 -1.5776 -3.2291
C -3.3647 -2.3119 -3.7963
C -2.1071 -2.2890 -3.2293
C -1.8110 -1.5351 -2.0752
S -0.1954 -1.5701 -1.4327
C -1.2080 -1.0278 3.1870
C -1.4991 -1.9145 4.2189
C -1.7216 -1.4738 5.5137
C -1.6622 -0.1077 5.7751
C -1.3800 0.7785 4.7560
C -1.1405 0.3503 3.4370
S -0.7843 1.5039 2.1877
H -0.6967 -3.6022 2.2477
H 0.7423 -2.5350 2.3349
H 0.0573 -2.9721 0.7642
H -2.9008 -2.5030 1.9746
H -2.1705 -2.4854 0.3567
H -3.1775 0.0551 1.6954
H -4.2356 -0.9854 0.7220
H -4.2474 1.4201 -0.4693
H -2.7376 1.7940 -1.3604
H -2.7792 1.9389 0.3987
H -4.9355 -0.2559 -1.6368
H -5.3942 -1.5811 -3.6666
H -3.5378 -2.9005 -4.6911
H -1.2977 -2.8542 -3.6758
H -1.5486 -2.9759 4.0116
H -1.9298 -2.1847 6.3039
H -1.8262 0.2638 6.7808
H -1.3189 1.8417 4.9560
Cl 2.6044 4.2820 -4.2677
C 2.4731 3.0325 -3.0673
C 3.5772 2.2727 -2.7324
Cl 5.1141 2.5549 -3.4933
C 3.4392 1.2672 -1.7624
Cl 4.8080 0.3012 -1.3061
C 2.2329 1.0035 -1.1386
O 2.1263 -0.0108 -0.2852
C 1.0865 1.8010 -1.4614
O -0.0344 1.6163 -0.8607
C 1.2497 2.7966 -2.4377
Cl -0.1526 3.7398 -2.8425
C 7.8720 1.3217 3.6832
C 6.5503 1.7177 4.3570
C 6.3896 3.2326 4.2199
C 6.6322 1.3874 5.8540
C 5.3922 0.9496 3.7114
C 5.3735 -0.4381 3.7797
C 4.3587 -1.2003 3.1854
C 3.3589 -0.5381 2.5105
O 2.2910 -1.0462 1.8748
B 1.6484 0.0995 1.1651
O 2.2930 1.3026 1.7634
C 3.3594 0.8597 2.4380
C 4.3563 1.6090 3.0280
H 8.7114 1.8685 4.1269
H 7.8351 1.5461 2.6157
H 8.0633 0.2532 3.7909
H 7.2288 3.7353 4.7095
H 5.4662 3.5796 4.6871
H 6.3764 3.5390 3.1728
H 7.4553 1.9360 6.3245
H 6.7964 0.3216 6.0167
H 5.7015 1.6611 6.3549
H 6.1713 -0.9606 4.2973
H 4.3643 -2.2821 3.2410
H 4.3172 2.6856 2.9380

Results
spin multiplicity = 2
net charge = -2
<S²> = 0.7541
energy above the lowest of the compared OMol25 structures with the same formula, charge and spin = 0.00 kJ/mol
orbital gap (spin up / spin down) = 5.64 / 5.50 eV

Atomic partial charges in e from the Löwdin method, atoms 1 to 2: 0.875, -0.092

***

Q: Among the records above, which one has the highest net charge?
A: C32H29N3O3SSeTa

***

Q: Which formula does entry 6 have?
A: C32H30BCl4N2O4RuS2

***

Q: Number 6 is which compound?
A: C32H30BCl4N2O4RuS2